[1]
80
Properties=species:S:1:pos:R:3 method="wB97M-V/def2-TZVPD" gap_ev=9.67 spin_multiplicity=1 lumo_energy_ev=0.267 total_charge=0
C 4.504 -3.788 -5.393
C 3.009 -3.782 -5.723
C 2.217 -3.294 -4.502
C 1.893 -4.465 -3.560
C 0.928 -2.561 -4.861
I 0.291 -1.404 -3.140
O 1.010 -1.831 -6.059
C 1.620 -0.609 -6.017
O 2.650 -0.382 -6.634
H 4.620 -4.211 -4.401
H 5.047 -4.426 -6.069
H 4.906 -2.784 -5.359
H 2.822 -3.188 -6.606
H 2.738 -4.804 -5.960
H 2.871 -2.633 -3.942
H 0.904 -4.344 -3.134
H 2.608 -4.521 -2.752
H 1.927 -5.412 -4.084
H 0.144 -3.288 -5.013
H 1.116 0.193 -5.477
O -1.465 -1.456 0.847
C -2.020 -0.492 0.412
O -1.350 0.604 -0.012
C -2.279 1.648 -0.383
C -3.584 0.924 -0.684
C -3.514 -0.265 0.273
H -2.371 2.340 0.452
H -1.887 2.181 -1.241
H -4.460 1.555 -0.552
H -3.580 0.565 -1.714
H -3.922 -0.022 1.255
H -4.003 -1.151 -0.120
O 7.235 -4.896 -4.793
C 7.722 -4.501 -3.779
O 7.266 -3.400 -3.132
C 8.104 -3.101 -2.003
C 8.796 -4.414 -1.659
C 8.913 -5.074 -3.033
H 8.812 -2.323 -2.296
H 7.482 -2.724 -1.195
H 9.746 -4.276 -1.147
H 8.151 -5.015 -1.017
H 9.822 -4.777 -3.557
H 8.850 -6.157 -2.991
O -6.921 -1.377 2.174
C -6.510 -0.946 3.210
O -6.991 0.181 3.779
C -6.224 0.509 4.958
C -5.588 -0.802 5.398
C -5.386 -1.512 4.060
H -5.482 1.258 4.690
H -6.892 0.925 5.709
H -4.676 -0.657 5.971
H -6.290 -1.369 6.012
H -4.434 -1.247 3.597
H -5.472 -2.592 4.134
O -3.188 1.415 6.466
C -3.447 2.578 6.390
O -4.305 3.071 5.464
C -4.345 4.509 5.540
C -3.872 4.847 6.949
C -2.892 3.710 7.232
H -3.684 4.912 4.771
H -5.360 4.842 5.343
H -3.439 5.842 7.026
H -4.711 4.791 7.643
H -1.884 3.936 6.881
H -2.861 3.425 8.279
O -2.330 4.616 -0.783
C -1.277 4.995 -0.366
O -0.913 4.839 0.929
C 0.357 5.471 1.169
C 1.025 5.556 -0.197
C -0.179 5.714 -1.125
H 0.174 6.456 1.604
H 0.918 4.871 1.881
H 1.753 6.361 -0.268
H 1.537 4.619 -0.416
H -0.473 6.757 -1.249
H -0.027 5.257 -2.099

---

[2]
9
Properties=species:S:1:pos:R:3 method="wB97M-V/def2-TZVPD" gap_ev=8.63 spin_multiplicity=1 lumo_energy_ev=-1.934 relative_energy_kcal_mol=68.5 total_charge=0
C -0.333 1.041 -0.091
C 0.904 1.247 -0.574
C 2.148 1.259 -0.404
C -0.716 -0.419 0.057
C 0.382 -1.345 0.206
N 1.156 -2.161 0.400
H -0.977 1.768 0.329
H -1.295 -0.527 0.880
H -1.269 -0.864 -0.803

---

[3]
16
Properties=species:S:1:pos:R:3 method="wB97M-V/def2-TZVPD" gap_ev=9.53 spin_multiplicity=1 lumo_energy_ev=-8.225 relative_energy_kcal_mol=23.9 total_charge=+2
C 0.146 0.030 0.104
C -0.524 -1.026 -0.129
C -1.350 0.206 -0.205
C 1.372 0.834 0.391
N -0.369 -2.482 -0.362
N 1.349 2.010 -0.488
I 3.227 -0.412 -0.010
H -2.103 0.395 0.457
H -1.511 0.453 -1.191
H 1.297 1.260 1.343
H -0.523 -2.677 -1.429
H -1.105 -3.112 0.121
H 0.660 -2.734 -0.055
H 0.755 2.896 -0.125
H 2.328 2.448 -0.458
H 1.314 1.677 -1.536

---

[4]
14
Properties=species:S:1:pos:R:3 method="wB97M-V/def2-TZVPD" gap_ev=8.94 spin_multiplicity=1 lumo_energy_ev=0.763 relative_energy_kcal_mol=13.8 total_charge=0
C 0.833 1.818 0.609
S 1.660 0.238 0.802
C 0.916 -0.421 2.274
H -0.236 1.822 0.801
H 1.273 2.561 1.283
H 1.112 2.147 -0.391
H -0.128 -0.707 2.178
H 1.035 0.207 3.156
H 1.549 -1.267 2.544
O -0.883 -1.134 -0.923
C -1.368 -0.673 -1.914
O -2.673 -0.384 -2.056
H -0.798 -0.547 -2.840
H -3.048 -0.458 -1.164

---

[5]
12
Properties=species:S:1:pos:R:3 method="wB97M-V/def2-TZVPD" gap_ev=9.80 spin_multiplicity=1 lumo_energy_ev=0.463 relative_energy_kcal_mol=125.4 total_charge=0
N 2.780 1.237 0.284
C 1.930 0.454 0.297
C 0.839 -0.530 0.275
O -0.114 -0.332 1.328
C -1.211 -0.252 0.421
C -0.853 0.975 -1.026
C -0.245 -0.313 -0.815
H 1.254 -1.543 0.308
H -1.940 -1.061 0.482
H -1.784 0.698 0.490
H -0.334 1.719 -0.392
H -0.392 -1.100 -1.555

---

[6]
47
Properties=species:S:1:pos:R:3 method="wB97M-V/def2-TZVPD" gap_ev=6.97 spin_multiplicity=1 lumo_energy_ev=-4.658 total_charge=+1
C 4.374 -1.059 -0.382
C 3.116 -0.605 0.551
C 2.085 0.284 -0.299
C 0.800 0.813 0.510
C 0.783 0.276 2.015
C -0.607 0.578 -0.282
C -0.414 1.529 -1.558
C -1.710 1.728 -2.472
O -2.720 2.422 -2.151
C -1.909 1.008 0.593
B -1.958 2.543 1.134
O -1.766 3.732 0.354
O -2.170 2.745 2.567
C -3.466 2.231 2.979
O -3.126 0.426 -0.008
C -2.652 -0.822 -0.571
O -3.357 -1.736 -1.047
C -1.027 -0.958 -0.464
C -0.363 -1.857 -1.589
I -0.291 -1.335 -3.724
C 0.225 -3.127 -1.272
C 0.881 -4.040 -2.445
I 0.273 -3.984 0.722
H 5.288 -1.339 0.265
H 4.703 -0.163 -1.028
H 4.026 -1.951 -1.000
H 2.657 -1.508 1.082
H 3.587 0.108 1.337
H 2.676 1.215 -0.650
H 1.845 -0.299 -1.254
H 0.901 1.964 0.581
H -0.078 0.701 2.660
H 1.755 0.579 2.600
H 0.696 -0.880 2.041
H -0.097 2.587 -1.214
H 0.431 1.192 -2.272
H -1.765 1.270 -3.533
H -1.889 0.416 1.593
H -2.597 4.257 0.482
H -3.286 1.403 3.754
H -4.113 3.023 3.495
H -4.061 1.767 2.122
H -0.938 -1.342 0.625
H 0.073 -4.265 -3.239
H 1.246 -5.025 -1.995
H 1.759 -3.458 -2.917
Li 2.180 -1.044 3.306

---

[7]
43
Properties=species:S:1:pos:R:3 method="wB97M-V/def2-TZVPD" gap_ev="3.32 / 3.41" s_squared=1.0171 spin_multiplicity=2 lumo_energy_ev="-11.105 / -10.911" total_charge=+2
C -3.209 0.405 1.165
C -3.383 1.118 -0.297
Br -5.265 1.709 -0.799
C -2.239 1.314 -1.263
Br -2.784 2.170 -3.024
C -0.673 0.830 -0.928
S 0.466 1.456 -2.331
C 2.307 1.097 -1.960
O 0.187 0.742 -3.690
O 0.411 3.030 -2.449
C -0.706 -0.805 -0.964
C 0.405 -1.567 -0.044
C -0.324 -2.644 1.009
C 1.243 -2.564 -1.098
N 1.451 -0.702 0.600
O 2.361 -1.390 1.309
C 0.916 0.506 1.318
C 2.261 1.437 1.678
C 0.264 0.166 2.820
C -0.066 1.484 0.445
H -2.272 -0.283 1.283
H -3.064 1.290 1.953
H -4.200 -0.155 1.525
H 2.734 1.840 -1.142
H 2.900 1.344 -2.960
H 2.512 -0.029 -1.720
H -0.597 -1.168 -2.096
H -1.775 -1.212 -0.625
H -0.708 -3.564 0.353
H -1.276 -2.204 1.527
H 0.432 -3.075 1.804
H 2.045 -3.219 -0.546
H 0.424 -3.334 -1.500
H 1.636 -1.998 -2.043
H 1.988 2.572 1.786
H 3.154 1.235 0.919
H 2.644 1.005 2.720
H -0.057 1.227 3.254
H 1.086 -0.290 3.552
H -0.690 -0.507 2.764
H -0.872 1.914 1.190
H 0.575 2.433 0.105
Pd -0.241 -1.614 -3.598

---

What are the total energy values for these records? In order: -60298.20926 -6717.75210 -15353.56585 -18170.64505 -8797.98316 -43238.97115 -175838.05915 eV.